# 1
Below is one molecule with the formula C10H23N2P, with properties calculated with the ωB97M-V functional and the def2-TZVPD basis.

Cartesian coordinates (Å):
C 2.267 1.798 0.489
C 2.653 0.268 0.909
C 2.833 -0.795 -0.312
C 2.413 -0.275 -1.801
C 0.816 -0.481 -2.182
P -0.364 -0.501 -0.683
N -1.917 0.308 -1.025
C -2.030 1.520 -0.393
C -1.585 1.885 1.139
C -2.751 2.745 -1.274
N -0.844 -2.220 -0.331
C -0.994 -2.221 1.198
C -2.048 -3.344 1.760
H 1.456 1.906 -0.348
H 1.797 2.307 1.462
H 3.249 2.440 0.270
H 3.654 0.273 1.559
H 1.789 -0.125 1.632
H 2.253 -1.790 -0.015
H 3.981 -1.112 -0.346
H 2.778 0.825 -2.065
H 3.002 -0.971 -2.573
H 0.675 -1.461 -2.843
H 0.482 0.414 -2.875
H -1.117 2.982 1.151
H -0.869 1.117 1.654
H -2.583 1.976 1.788
H -1.959 3.514 -1.664
H -3.423 2.288 -2.127
H -3.494 3.277 -0.506
H -1.852 -2.297 -0.664
H 0.073 -2.301 1.681
H -1.455 -1.160 1.469
H -3.147 -2.967 1.595
H -1.884 -3.407 2.940
H -1.855 -4.416 1.328

- Relative energy (zero: lowest compared OMol25 entry of this formula, charge and spin): 2.3037 eV
- HOMO energy: -7.45 eV
- Gap between HOMO and LUMO: 7.93 eV



# 2
Below is C27H19Br2N2RhS2Sb as an isolated structure, with properties calculated with the ωB97M-V functional and the def2-TZVPD basis.

Cartesian coordinates (Å):
Rh 0.770 0.623 0.289
S 1.970 -1.435 0.624
C 1.318 -2.093 2.069
C 1.915 -3.237 2.629
C 1.413 -3.809 3.771
C 2.055 -4.978 4.312
N 2.582 -5.901 4.746
C 0.274 -3.254 4.421
C -0.320 -2.141 3.900
C 0.180 -1.534 2.717
S -0.609 -0.150 2.153
C -0.252 -3.854 5.619
N -0.673 -4.337 6.572
H 2.781 -3.675 2.151
H -1.183 -1.710 4.391
Br 3.009 1.102 -1.562
C 2.159 -0.220 -2.682
Br 0.280 -0.349 -2.238
H 2.618 -1.183 -2.504
H 2.232 0.104 -3.711
C -3.304 7.146 -1.107
C -2.025 7.034 -0.584
C -1.462 5.779 -0.378
C -2.186 4.637 -0.700
C -3.470 4.751 -1.230
C -4.028 6.006 -1.428
Sb -1.488 2.667 -0.324
C -2.544 2.433 1.489
C -2.419 3.336 2.545
C -3.144 3.150 3.714
C -4.016 2.073 3.826
C -4.167 1.186 2.771
C -3.427 1.362 1.608
C 0.453 3.175 0.461
C 1.361 3.827 -0.384
C 2.652 4.104 0.037
C 3.088 3.682 1.289
C 2.213 3.027 2.142
C 0.894 2.797 1.742
H -3.738 8.124 -1.266
H -1.463 7.923 -0.328
H -0.469 5.711 0.047
H -4.047 3.869 -1.485
H -5.026 6.093 -1.835
H -1.767 4.198 2.456
H -3.040 3.850 4.533
H -4.587 1.934 4.734
H -4.858 0.356 2.854
H -3.541 0.652 0.796
H 1.056 4.124 -1.381
H 3.330 4.634 -0.621
H 4.104 3.879 1.604
H 2.537 2.721 3.127
H 0.189 2.398 2.461

- Charge: +1
- HOMO energy (alpha / beta): -11.36 / -11.45 eV
- Gap between HOMO and LUMO (alpha / beta): 8.27 / 5.29 eV
- Spin multiplicity: 5
- <S²>: 6.035



# 3
Below is C19H21KN7PSe as an isolated structure, with properties calculated with the ωB97M-V functional and the def2-TZVPD basis.

Cartesian coordinates (Å):
K 0.532 1.489 -0.256
C 2.307 -1.933 3.943
N 2.334 -0.736 3.138
C 3.204 0.305 3.325
C 2.882 1.212 2.348
N 1.849 0.747 1.584
C 1.517 -0.433 2.067
P 0.210 -1.534 1.452
C -1.267 -0.477 1.458
N -1.411 0.695 0.872
C -2.682 1.120 1.136
C -3.347 0.196 1.900
N -2.444 -0.813 2.099
C -2.713 -2.014 2.851
C 0.599 -1.689 -0.314
N 0.768 -0.710 -1.178
C 1.043 -1.287 -2.386
C 1.046 -2.654 -2.275
N 0.763 -2.900 -0.958
C 0.662 -4.217 -0.377
H 3.080 -1.874 4.713
H 2.503 -2.794 3.298
H 1.326 -2.015 4.418
H 3.952 0.317 4.104
H 3.335 2.174 2.149
H -3.044 2.067 0.760
H -4.351 0.177 2.300
H -3.738 -1.985 3.232
H -2.015 -2.066 3.691
H -2.596 -2.877 2.190
H 1.223 -0.684 -3.266
H 1.219 -3.437 -2.999
H 0.844 -4.972 -1.147
H -0.346 -4.346 0.026
H 1.414 -4.312 0.410
C -2.494 3.108 -4.447
C -2.082 4.072 -3.398
C -1.331 3.657 -2.362
C -0.915 2.239 -2.269
C -1.287 1.366 -3.218
C -2.116 1.821 -4.360
H -3.101 3.449 -5.281
H -2.392 5.111 -3.474
H -1.026 4.358 -1.591
H -0.986 0.326 -3.155
H -2.414 1.111 -5.125
Se 5.017 3.186 -2.846
C 3.604 2.651 -2.031
N 2.570 2.260 -1.433
H 0.295 3.545 0.680

- Charge: -2
- HOMO energy (alpha / beta): 1.16 / 1.16 eV
- Gap between HOMO and LUMO (alpha / beta): 2.39 / 2.39 eV



# 4
Below is C2HFeO2 as an isolated structure, with properties calculated with the ωB97M-V functional and the def2-TZVPD basis.

Cartesian coordinates (Å):
H -0.969 0.337 -1.783
C -0.150 0.042 -1.139
C 1.019 -0.015 -0.654
O -0.799 0.086 1.628
O -0.548 -0.701 0.598
Fe 1.448 0.252 1.350

- Relative energy (zero: lowest compared OMol25 entry of this formula, charge and spin): 6.8215 eV
- Charge: +1
- HOMO energy (alpha / beta): -15.46 / -15.00 eV
- Gap between HOMO and LUMO (alpha / beta): 8.31 / 7.92 eV
- Spin multiplicity: 5
- <S²>: 6.171



# 5
Below is a 2-piece molecular cluster, C10H17BrN overall, with properties calculated with the ωB97M-V functional and the def2-TZVPD basis.

Cartesian coordinates (Å):
C 0.582 -3.061 -1.483
C -0.287 -2.951 -0.272
C 1.078 -1.940 -2.062
C -0.222 -1.778 0.458
C 0.886 -0.556 -1.448
C 0.517 -0.667 -0.036
C -0.165 0.280 -2.280
C -0.442 2.955 0.853
C -1.210 1.149 2.472
C -0.731 1.433 1.087
N 0.502 0.505 0.809
Br 3.130 -1.141 0.804
H 0.767 -3.982 -2.119
H -0.971 -3.763 0.053
H 1.538 -1.773 -2.997
H -0.714 -1.607 1.352
H 2.004 -0.072 -1.517
H -1.054 -0.156 -2.506
H 0.169 0.649 -3.228
H -0.436 1.044 -1.705
H -1.455 3.484 1.025
H 0.180 3.189 1.677
H 0.079 3.116 0.015
H -2.168 1.359 2.757
H -0.722 1.651 3.220
H -1.206 0.095 2.618
H -1.331 1.131 0.176
H 0.502 0.255 1.837
H 1.181 1.151 0.440

- Relative energy (zero: lowest compared OMol25 entry of this formula, charge and spin): 1.9664 eV
- Charge: +1
- HOMO energy (alpha / beta): -12.43 / -11.88 eV
- Gap between HOMO and LUMO (alpha / beta): 6.85 / 6.08 eV



# 6
Below is one molecule with the formula C2H3Br2N, with properties calculated with the ωB97M-V functional and the def2-TZVPD basis.

Cartesian coordinates (Å):
C 0.627 -0.241 -1.161
C -0.655 -0.680 -1.605
N 1.417 -1.049 -0.797
Br 0.840 1.742 -1.268
Br -1.659 -1.943 -0.024
H -0.744 -1.391 -2.361
H -1.361 0.158 -1.957
H 2.370 -0.917 -0.590

- Relative energy (zero: lowest compared OMol25 entry of this formula, charge and spin): 0.9025 eV
- HOMO energy: -10.32 eV
- Gap between HOMO and LUMO: 9.27 eV



| no. | F_max (eV/A) |
| --- | --- |
| 1 | 4.4 |
| 2 | 0.4 |
| 3 | 10.7 |
| 4 | 2.3 |
| 5 | 5.5 |
| 6 | 5.4 |